1 | 164
Properties=species:S:1:pos:R:3 method="wB97M-V/def2-TZVPD" homo_energy_ev=-8.611 total_charge=0 e_lumo_ev=0.4
C -2.41 0.47 -3.29
O -3.53 -0.14 -3.87
C -4.06 -1.22 -3.13
C -5.43 -1.55 -3.66
C -6.53 -0.55 -3.35
N -5.82 -2.88 -3.17
H -1.48 -0.09 -3.43
H -2.54 0.63 -2.22
H -2.27 1.46 -3.73
H -3.41 -2.10 -3.17
H -4.24 -0.89 -2.10
H -5.38 -1.58 -4.77
H -6.63 -0.34 -2.28
H -7.48 -0.79 -3.83
H -6.16 0.42 -3.70
H -5.21 -3.61 -3.50
H -6.79 -3.03 -3.43
C -0.20 -2.51 -1.17
O -0.14 -3.63 -2.01
C -1.18 -3.73 -2.93
C -1.04 -4.93 -3.86
C 0.33 -5.02 -4.51
N -2.11 -4.83 -4.90
H 0.61 -2.61 -0.44
H -1.14 -2.36 -0.63
H 0.08 -1.60 -1.71
H -2.13 -3.92 -2.40
H -1.19 -2.82 -3.56
H -1.33 -5.85 -3.36
H 0.48 -5.93 -5.09
H 1.10 -4.91 -3.73
H 0.50 -4.12 -5.11
H -1.94 -5.54 -5.60
H -2.08 -3.90 -5.29
C 1.14 -6.78 -0.23
O 2.41 -6.95 0.37
C 2.82 -5.82 1.13
C 2.89 -4.47 0.44
C 3.61 -4.60 -0.91
N 3.61 -3.55 1.33
H 0.32 -6.97 0.48
H 1.09 -7.53 -1.02
H 0.93 -5.78 -0.63
H 2.26 -5.80 2.07
H 3.84 -6.07 1.43
H 1.90 -4.08 0.19
H 4.01 -3.64 -1.25
H 2.99 -4.83 -1.78
H 4.36 -5.38 -0.85
H 3.43 -2.60 1.04
H 3.26 -3.73 2.27
C 8.27 2.31 1.70
O 7.69 1.05 2.00
C 6.39 1.19 2.52
C 5.84 -0.21 2.83
C 5.69 -1.09 1.61
N 4.53 -0.05 3.48
H 7.51 3.03 1.39
H 8.95 2.24 0.86
H 8.81 2.67 2.57
H 6.46 1.67 3.52
H 5.70 1.80 1.93
H 6.59 -0.64 3.51
H 6.43 -1.00 0.81
H 4.80 -0.82 1.03
H 5.63 -2.13 1.93
H 4.19 -0.99 3.68
H 4.56 0.46 4.35
C -1.49 -3.30 8.18
O -1.68 -2.21 7.29
C -2.06 -1.03 7.96
C -0.91 -0.31 8.68
N -0.12 0.55 7.78
C -0.79 1.80 7.48
C 0.05 2.77 6.67
O 0.09 2.45 5.30
C 0.51 3.54 4.52
H -0.63 -3.04 8.81
H -1.21 -4.20 7.64
H -2.27 -3.46 8.93
H -2.94 -1.21 8.60
H -2.44 -0.38 7.17
H -0.18 -1.02 9.08
H -1.25 0.26 9.54
H 0.04 0.02 6.93
H -1.16 2.28 8.39
H -1.72 1.64 6.91
H 1.08 2.71 7.06
H -0.31 3.78 6.90
H 1.57 3.76 4.65
H -0.13 4.42 4.66
H 0.38 3.30 3.46
C 2.27 6.50 -10.66
O 2.04 5.16 -10.27
C 0.69 4.75 -10.55
C 0.03 4.40 -9.24
N 0.72 3.31 -8.52
C 0.00 2.82 -7.35
C -0.02 3.79 -6.16
O 1.28 4.02 -5.64
C 1.81 2.87 -5.02
H 1.57 7.22 -10.21
H 2.18 6.60 -11.74
H 3.25 6.77 -10.29
H 0.75 3.86 -11.19
H 0.10 5.46 -11.13
H -0.93 3.89 -9.38
H -0.09 5.32 -8.65
H 1.65 3.64 -8.26
H 0.42 1.84 -7.11
H -1.05 2.69 -7.66
H -0.79 3.51 -5.43
H -0.34 4.76 -6.55
H 2.10 2.15 -5.78
H 1.14 2.44 -4.27
H 2.74 3.14 -4.51
C -3.22 0.66 3.33
C -3.06 0.70 1.83
C -4.34 0.58 1.02
O -2.49 1.99 1.48
H -2.29 0.37 3.83
H -3.95 -0.09 3.64
H -3.52 1.65 3.68
H -2.36 -0.04 1.43
H -4.71 -0.44 0.91
H -4.27 1.01 0.01
H -5.16 1.16 1.45
H -1.55 1.99 1.72
C 0.14 -3.71 5.07
C 0.98 -3.26 3.89
C 0.97 -1.73 3.72
O 2.37 -3.60 4.09
H 0.59 -3.43 6.02
H -0.03 -4.79 5.05
H -0.81 -3.18 5.02
H 0.67 -3.69 2.94
H 1.33 -1.21 4.61
H -0.07 -1.40 3.61
H 1.56 -1.41 2.86
H 2.66 -3.18 4.90
C -2.93 5.11 0.20
C -3.96 5.27 1.31
C -5.41 5.22 0.80
O -3.78 4.32 2.34
H -1.90 4.99 0.53
H -3.02 5.86 -0.59
H -3.12 4.18 -0.35
H -3.83 6.25 1.77
H -6.03 5.51 1.64
H -5.67 4.17 0.58
H -5.55 5.77 -0.13
H -3.71 3.44 1.94
C 2.12 0.40 0.62
C 1.17 1.59 0.76
C 0.27 1.68 -0.45
O 0.26 1.34 1.85
H 2.78 0.34 1.48
H 2.63 0.36 -0.34
H 1.54 -0.53 0.58
H 1.70 2.51 1.02
H -0.28 2.63 -0.40
H -0.42 0.84 -0.41
H 0.77 1.69 -1.41
H 0.77 1.16 2.66

2 | 164
Properties=species:S:1:pos:R:3 method="wB97M-V/def2-TZVPD" homo_energy_ev=-8.284 total_charge=0 e_lumo_ev=0.3
C -4.92 0.79 1.04
C -4.61 2.27 1.27
C -3.16 2.51 0.85
C -5.55 3.10 0.40
C -6.97 3.18 0.92
C -6.95 3.70 2.32
C -6.06 2.89 3.26
C -5.93 3.65 4.58
C -6.78 1.53 3.56
N -4.75 2.70 2.67
O -3.95 1.95 3.58
H -4.71 0.40 0.03
H -4.25 0.20 1.67
H -5.93 0.42 1.22
H -2.50 1.73 1.23
H -3.12 2.65 -0.23
H -2.83 3.45 1.31
H -5.13 4.13 0.40
H -5.46 2.78 -0.64
H -7.53 3.84 0.24
H -7.45 2.20 0.82
H -7.95 3.87 2.72
H -6.49 4.71 2.32
H -6.88 4.15 4.81
H -5.22 4.46 4.40
H -5.67 2.97 5.39
H -6.11 0.68 3.58
H -7.52 1.26 2.81
H -7.36 1.62 4.48
H -3.18 2.52 3.68
C 0.25 6.32 -0.99
C 1.04 5.34 -1.87
C 2.52 5.35 -1.42
C 0.41 3.97 -1.61
C 0.88 2.91 -2.57
C 0.60 3.40 -4.00
C 1.17 4.79 -4.34
C 2.66 4.64 -4.60
C 0.45 5.24 -5.62
N 0.82 5.72 -3.27
O 1.38 6.99 -3.53
H -0.82 6.15 -1.11
H 0.48 6.14 0.06
H 0.50 7.37 -1.16
H 3.03 4.40 -1.47
H 3.08 6.04 -2.06
H 2.62 5.75 -0.41
H 0.58 3.68 -0.56
H -0.69 3.97 -1.56
H 1.97 2.77 -2.46
H 0.43 1.93 -2.46
H -0.49 3.50 -4.05
H 0.96 2.64 -4.68
H 3.11 5.57 -4.96
H 2.91 3.95 -5.42
H 3.18 4.24 -3.74
H 0.73 6.25 -5.89
H -0.62 5.23 -5.43
H 0.61 4.45 -6.36
H 0.62 7.57 -3.64
C 5.47 -5.17 -2.39
O 5.49 -3.89 -3.03
C 5.10 -2.84 -2.20
C 4.99 -1.58 -3.04
C 6.38 -1.02 -3.34
N 4.06 -0.59 -2.47
H 5.13 -5.93 -3.09
H 4.77 -5.16 -1.55
H 6.47 -5.31 -1.96
H 4.16 -3.06 -1.69
H 5.83 -2.75 -1.37
H 4.56 -1.88 -4.00
H 6.99 -1.86 -3.69
H 6.90 -0.66 -2.44
H 6.48 -0.20 -4.05
H 3.80 0.06 -3.19
H 4.35 -0.17 -1.60
C 1.33 -1.51 -1.45
O 0.30 -2.09 -0.71
C -0.11 -1.36 0.44
C -1.31 -1.97 1.12
C -1.33 -3.50 1.15
N -2.55 -1.59 0.35
H 1.41 -1.78 -2.50
H 2.30 -1.66 -0.98
H 1.11 -0.43 -1.50
H 0.75 -1.40 1.15
H -0.20 -0.29 0.17
H -1.47 -1.56 2.11
H -2.28 -3.78 1.59
H -0.49 -3.88 1.73
H -1.24 -3.88 0.13
H -2.31 -1.65 -0.64
H -2.70 -0.59 0.50
C 7.68 2.13 -0.91
O 6.97 1.17 -0.17
C 5.70 1.60 0.20
C 4.92 0.40 0.76
C 3.64 0.92 1.42
N 5.72 -0.39 1.73
H 7.08 2.53 -1.76
H 8.51 1.66 -1.44
H 7.96 2.99 -0.29
H 5.67 2.35 1.01
H 5.14 2.08 -0.61
H 4.69 -0.27 -0.06
H 3.75 1.25 2.45
H 2.89 0.12 1.37
H 3.16 1.69 0.81
H 5.74 0.11 2.62
H 6.68 -0.29 1.40
C -0.69 -4.60 5.94
O -1.88 -4.00 6.40
C -2.55 -3.33 5.37
C -2.37 -1.84 5.37
C -3.47 -1.08 4.69
N -1.07 -1.47 4.74
H -0.11 -3.95 5.28
H -0.90 -5.50 5.34
H -0.05 -4.85 6.78
H -2.33 -3.71 4.37
H -3.62 -3.57 5.49
H -2.23 -1.54 6.43
H -4.48 -1.42 4.91
H -3.31 -1.19 3.61
H -3.42 -0.02 4.94
H -0.30 -1.86 5.27
H -0.92 -0.46 4.83
C 3.21 -3.04 2.89
O 3.35 -1.66 3.21
H 2.94 -3.17 1.84
H 4.12 -3.61 3.10
H 2.41 -3.44 3.52
H 4.07 -1.29 2.67
C -5.26 -3.99 0.03
O -4.84 -3.20 1.12
H -6.30 -4.29 0.12
H -5.19 -3.40 -0.90
H -4.60 -4.86 -0.11
H -3.94 -2.85 0.92
C -2.37 1.13 -3.45
O -2.25 0.31 -2.27
H -2.31 2.18 -3.20
H -1.47 0.95 -4.07
H -3.26 0.86 -4.04
H -2.10 -0.61 -2.57
C 0.93 -5.59 -2.12
O 2.08 -4.86 -1.70
H 1.16 -6.65 -1.97
H 0.08 -5.42 -1.44
H 0.70 -5.42 -3.17
H 2.04 -3.94 -1.98
C -1.40 -3.11 -4.00
O -1.58 -2.54 -2.72
H -1.77 -2.37 -4.73
H -0.34 -3.28 -4.21
H -1.98 -4.02 -4.17
H -0.94 -2.86 -2.06
C 2.17 -6.63 1.22
O 0.78 -6.69 0.90
H 2.78 -6.64 0.31
H 2.44 -5.69 1.73
H 2.35 -7.49 1.86
H 0.53 -6.16 0.14

Top of the stability list: 1, leading by 1.020 eV.

1 | 15
Properties=species:S:1:pos:R:3 method="wB97M-V/def2-TZVPD" homo_energy_ev=-2.880 total_charge=-1 e_lumo_ev=3.8
C -0.13 -0.73 1.52
C 0.51 -0.05 0.26
C 0.36 1.48 0.27
S 1.44 2.26 1.52
N 0.04 -0.81 -0.99
C -0.95 -0.53 -1.85
O -0.98 -1.00 -3.06
H 0.08 -1.79 1.44
H -1.20 -0.92 1.52
H 0.27 -0.07 2.26
H 1.59 -0.19 0.24
H 0.56 1.83 -0.76
H -0.68 1.72 0.56
H 0.65 -1.44 -1.46
H -1.56 0.24 -1.44

2 | 15
Properties=species:S:1:pos:R:3 method="wB97M-V/def2-TZVPD" homo_energy_ev=-2.362 total_charge=-1 e_lumo_ev=3.7
C 0.91 1.43 -0.75
N 1.45 0.32 0.07
C 0.86 -0.92 0.24
O 1.35 -1.93 0.74
C -0.54 -0.93 -0.19
C -1.57 -0.44 0.83
S -2.40 1.12 0.55
H 1.25 1.32 -1.80
H -0.19 1.40 -0.75
H 1.33 2.34 -0.38
H 2.45 0.29 0.32
H -0.29 -0.32 -1.09
H -0.80 -1.88 -0.58
H -1.35 -0.55 1.97
H -2.46 -1.25 0.81

Top of the stability list: 1, leading by 0.389 eV.

1 | 17
Properties=species:S:1:pos:R:3 method="wB97M-V/def2-TZVPD" homo_energy_ev=-5.072 total_charge=-1 e_lumo_ev=4.0
C -0.98 1.19 0.35
C 0.06 0.21 0.77
C 1.40 0.76 0.17
N 1.62 0.25 -1.15
P -0.40 -1.61 0.28
O 0.90 -2.23 0.19
O -1.45 -2.13 1.17
O -1.09 -1.43 -1.33
H -1.92 1.36 0.94
H -1.33 0.85 -0.70
H -0.54 2.20 0.22
H 0.03 0.18 1.83
H 2.17 0.53 1.00
H 1.24 1.84 0.00
H 1.53 -0.83 -0.92
H 0.80 0.49 -1.79
H -2.03 -1.62 -1.04

2 | 17
Properties=species:S:1:pos:R:3 method="wB97M-V/def2-TZVPD" homo_energy_ev=-4.777 total_charge=-1 e_lumo_ev=3.9
C -1.69 -0.97 -0.23
C -1.13 -0.39 1.12
C 0.11 0.54 1.11
N 1.35 -0.11 0.89
O 2.26 0.95 0.57
O 1.87 1.43 -2.01
O 0.77 -0.80 -2.41
P 1.19 0.46 -3.05
H -2.59 -1.51 -0.18
H -1.93 -0.04 -0.84
H -0.83 -1.46 -0.71
H -0.86 -1.12 1.84
H -2.03 0.00 1.60
H 0.16 1.35 0.40
H 0.12 1.00 2.25
H 1.26 -0.60 0.07
H 1.95 1.28 -0.42

Top of the stability list: 1, leading by 2.613 eV.